{
  "formula": "C16H54N4O9",
  "method": "the ωB97M-V functional and the def2-TZVPD basis",
  "lumo_energy_ev": 0.54,
  "smiles": "COC[C@H](C)N.COC[C@H](C)N.COC[C@H](C)N.COC[C@H](C)N.O.O.O.O.O",
  "energy_ev": -41853.47034,
  "total_charge": 0,
  "spin_multiplicity": 1,
  "de_lowest_kj_mol": 167.4,
  "e_homo_ev": -8.629,
  "largest_force_ev_per_a": 2.6,
  "symbols": ["O", "O", "O", "O", "O", "O", "O", "O", "O", "N", "N", "N", "N", "C", "C", "C", "C", "C", "C", "C", "C", "C", "C", "C", "C", "C", "C", "C", "C", "H", "H", "H", "H", "H", "H", "H", "H", "H", "H", "H", "H", "H", "H", "H", "H", "H", "H", "H", "H", "H", "H", "H", "H", "H", "H", "H", "H", "H", "H", "H", "H", "H", "H", "H", "H", "H", "H", "H", "H", "H", "H", "H", "H", "H", "H", "H", "H", "H", "H", "H", "H", "H", "H"],
  "xyz": [[1.279820, 1.010820, 1.724331], [2.158815, 3.334742, -4.104812], [2.610259, 0.365001, -4.815119], [-3.495126, -2.427228, -1.167067], [-1.013725, -1.767661, -1.959189], [2.001845, 2.839584, -1.218348], [3.462930, -2.047376, -1.460116], [-2.106958, 1.818800, 0.681773], [0.706968, 0.703468, -2.527149], [-1.912238, -1.467959, 1.203669], [-0.407495, 0.912365, 4.925694], [-1.682941, 3.100131, -2.788337], [3.199244, -4.482201, -0.045279], [-3.989564, -1.503637, -0.118098], [-1.577574, 1.908177, -0.612157], [-4.129370, -1.041534, 2.238235], [-4.248537, -2.091506, -2.342639], [0.422274, 0.547842, 2.754916], [3.715008, -3.243277, 1.983116], [0.665401, 1.344447, 3.980431], [-1.785977, 2.985563, 1.472010], [-2.315027, 2.902932, -1.520478], [1.484893, -0.025861, 0.838632], [-3.373975, -1.804162, 1.197754], [-3.775071, 2.409870, -1.666517], [4.119985, -2.229134, -0.194428], [4.233048, -1.132419, -2.207975], [2.095488, 1.273347, 4.505708], [3.162922, -3.155791, 0.561230], [1.781033, -0.920523, 1.386396], [2.305637, 0.252730, 4.464679], [2.437683, 2.927426, -0.368721], [0.571758, -0.571553, 3.008632], [-3.853466, 0.021338, 2.182665], [1.951616, 1.912488, -1.504175], [3.131750, -3.994947, 2.484932], [-3.969541, -1.369032, 3.256375], [3.635642, -2.348677, 2.580130], [-5.187018, -1.067245, 2.109207], [2.268802, 0.236194, 0.129910], [-0.525313, 2.151502, -0.562465], [4.359309, -0.209496, -1.610686], [2.059070, 1.688387, 5.514859], [0.175981, 0.080348, -1.971540], [-3.810981, 1.356676, -2.074015], [5.288298, -1.515849, -2.467528], [2.249481, 3.489148, -3.161851], [-5.277456, -2.035149, -2.109122], [-4.344919, 3.060466, -2.257370], [-1.927720, -2.016188, -1.735162], [2.821538, -4.505130, -0.983572], [-1.417091, -1.900498, 0.412557], [5.112847, -2.691356, -0.341251], [4.354390, -1.228940, 0.328411], [-1.934758, 2.627893, 2.463784], [-0.175299, 1.325188, 5.808502], [-1.698652, 0.933653, -1.102117], [3.049955, 1.168470, -4.426915], [-0.678160, -2.650153, -2.235419], [-2.400314, 3.886828, -1.027071], [-3.793663, -1.167101, -2.860737], [-0.697524, 3.207209, 1.372139], [-1.403702, 2.166544, -3.182376], [2.151360, -2.758113, 0.574322], [2.660050, 4.049416, -4.567921], [-0.597661, 0.750437, 2.399412], [-4.134159, -2.839183, -3.073248], [2.763699, -5.118583, 0.562684], [4.722170, -3.581162, 1.897477], [-1.870875, -0.505494, 0.843921], [0.454464, 2.421027, 3.838548], [-3.485986, -2.868159, 1.344844], [-3.708656, -0.483704, -0.383879], [-0.534570, -0.088120, 5.188876], [0.574189, -0.272872, 0.257266], [1.859061, 0.764034, -5.243590], [3.698061, -0.913621, -3.140376], [1.251064, 0.119420, -3.085286], [-2.375875, 3.938102, 1.350068], [2.763908, 1.740863, 3.809105], [-4.279663, 2.312076, -0.668780], [-0.842342, 3.653565, -2.706045], [-5.032778, -1.657918, -0.038295]],
  "atomic_forces_ev_per_a": [[0.278, -0.017, 0.676], [0.679, 0.644, -1.227], [1.002, 0.868, 0.865], [-1.203, 1.180, 0.393], [0.568, -1.156, -0.432], [0.032, 0.468, -0.477], [1.340, 0.632, 0.434], [-0.272, 1.059, 0.465], [-0.171, -0.915, 0.529], [-0.390, 0.436, -0.658], [0.185, -0.359, 0.582], [0.275, -1.352, -1.196], [1.025, 1.019, -0.478], [1.508, -0.738, -0.991], [-0.251, 0.321, -0.806], [0.553, 1.164, 0.755], [2.207, 1.347, -0.462], [-0.360, -0.150, -0.408], [-1.088, -0.596, -0.495], [-0.960, 0.517, 1.092], [0.605, -0.160, -0.230], [-1.292, 0.019, 1.085], [-0.003, -0.657, -1.152], [1.444, -0.496, -0.378], [0.666, -1.918, 1.418], [-0.961, 0.339, -0.262], [0.830, 0.037, -0.709], [-1.688, 0.504, -0.157], [1.392, 0.558, 0.489], [0.130, -0.156, -0.124], [0.879, -1.878, 0.644], [0.032, -0.385, 0.052], [-0.208, 1.546, -0.609], [0.047, -0.162, 0.073], [-0.264, 0.011, 0.307], [-0.093, -0.502, 0.568], [0.445, -0.171, 0.177], [0.052, 0.507, -0.112], [-0.909, -0.235, -0.392], [0.058, 0.046, -0.026], [0.530, 0.091, -0.051], [0.019, -0.097, -0.351], [0.689, -0.060, -0.126], [0.509, 0.498, -0.716], [0.123, 1.050, 0.016], [-1.435, 0.305, 0.425], [0.020, 0.098, 0.568], [-1.140, 0.549, 0.155], [-0.786, 0.852, -1.030], [-0.344, 0.268, 0.362], [-0.126, 0.031, 0.208], [-0.463, -0.600, 0.479], [-0.383, -0.195, 0.021], [-0.822, -1.170, -0.636], [-0.177, 0.035, 1.007], [-0.184, 0.468, 0.592], [0.103, -0.148, 0.222], [-0.613, -0.950, -0.483], [0.138, 1.010, 0.170], [0.296, -0.256, -0.057], [-1.066, -0.868, 1.030], [-0.638, -0.002, -0.114], [-0.176, 1.311, 0.404], [-0.066, 0.371, -0.134], [-0.655, -0.872, 0.757], [0.035, -0.690, 0.326], [0.302, -1.355, -0.716], [-0.785, -1.104, 0.497], [0.879, -0.218, 0.271], [-0.058, 0.149, 0.791], [-0.159, -0.410, -0.392], [0.117, -0.488, 0.276], [-0.378, 0.213, -0.293], [0.693, 0.760, -1.064], [0.202, 0.041, 0.187], [-0.550, 0.214, -0.351], [0.221, -0.045, 0.259], [-0.142, 0.246, 0.038], [0.270, -1.156, -0.480], [0.398, 0.645, -0.020], [0.568, 0.266, -0.693], [0.193, -0.111, 0.040], [-1.281, 0.112, -0.219]]
}

{
  "formula": "C30H40AuBN5S2",
  "method": "the ωB97M-V functional and the def2-TZVPD basis",
  "lumo_energy_ev": -4.32,
  "energy_ev": -65242.07962,
  "total_charge": 1,
  "spin_multiplicity": 1,
  "de_lowest_kj_mol": 36.4,
  "e_homo_ev": -10.384,
  "largest_force_ev_per_a": 0.7,
  "symbols": ["Au", "S", "S", "N", "N", "N", "N", "N", "C", "C", "C", "C", "C", "C", "C", "C", "C", "C", "C", "C", "C", "C", "C", "C", "C", "C", "C", "C", "C", "C", "C", "C", "C", "C", "C", "C", "C", "C", "B", "H", "H", "H", "H", "H", "H", "H", "H", "H", "H", "H", "H", "H", "H", "H", "H", "H", "H", "H", "H", "H", "H", "H", "H", "H", "H", "H", "H", "H", "H", "H", "H", "H", "H", "H", "H", "H", "H", "H", "H"],
  "xyz": [[-0.989243, -0.005358, 0.503015], [-0.398838, 4.475029, 0.410311], [-4.152548, 0.402889, -2.793503], [0.164037, -0.199683, 2.099303], [-0.814990, 2.008136, 0.319157], [1.825441, -0.230366, -0.292017], [-1.152410, -1.950220, 0.602980], [-2.237039, 0.288698, -1.163852], [4.772360, -0.313131, -2.590601], [1.045577, 2.595184, 1.876390], [2.151157, -0.880860, 0.754848], [4.406311, 1.332410, 0.755602], [0.076944, -1.999663, -3.288942], [-1.720145, 2.574528, -0.566538], [4.072417, -0.133712, -1.396243], [-3.554023, 1.877299, -2.177336], [4.152744, -0.607499, -3.787151], [4.971501, 0.319429, -0.236032], [1.778695, -1.240492, 3.234429], [-0.030783, 2.890246, 0.903959], [-1.920156, 1.598642, 3.617451], [2.669238, -0.300719, -1.438125], [5.691522, -0.827594, 0.482455], [-0.052718, 0.494776, -3.660559], [2.022841, -0.525933, -2.670911], [-2.992023, -1.976405, -1.968025], [-3.022043, -0.491108, -1.878518], [-0.778220, -3.028724, 0.821546], [-1.637769, 3.920598, -0.629349], [2.773837, -0.686217, -3.824725], [-0.281601, -0.312370, 3.404267], [-1.635440, 0.124373, 3.931110], [-1.643740, -0.035541, 5.455152], [1.403703, -0.805684, 1.988333], [-2.536588, 1.638046, -1.324261], [0.515088, -0.625400, -2.785441], [-2.763971, -0.752219, 3.367295], [0.731539, -0.914684, 4.121085], [-0.320500, -4.483535, 1.068433], [-2.896668, 1.877930, 4.016229], [-2.212853, -2.390775, -1.340407], [-0.842598, 0.539787, 5.919979], [-0.955078, -5.169280, 0.302161], [6.085625, -1.551081, -0.231337], [-3.722138, -0.426997, 3.776896], [-1.537500, -1.080348, 5.746253], [0.861937, -4.464943, 0.803402], [-2.840365, -0.697439, 2.279683], [0.720392, -1.097148, 5.181481], [2.273312, -0.883643, -4.764853], [-3.953279, -2.388571, -1.659451], [6.528296, -0.431152, 1.059820], [-0.546873, -4.713470, 2.230441], [-2.593681, 0.326251, 5.850612], [5.849690, -0.193065, -2.573280], [0.219144, 1.477164, -3.267661], [3.658964, 0.915942, 1.427312], [-1.012198, -2.079181, -3.293162], [-2.203002, 4.595590, -1.249584], [-1.940392, 1.798632, 2.545397], [5.761579, 0.865465, -0.758388], [0.415893, -2.169147, -4.312226], [-2.611204, -1.798608, 3.633594], [0.481650, -2.799235, -2.666490], [3.031877, -1.521043, 0.784557], [0.625918, 2.151890, 2.779718], [-1.144386, 0.429876, -3.711819], [1.588740, 3.501872, 2.133366], [4.738812, -0.748257, -4.685314], [5.048551, -1.364928, 1.181039], [1.723729, 1.866631, 1.434442], [3.976785, 2.190640, 0.233984], [0.325781, 0.433210, -4.681922], [5.220376, 1.699296, 1.383322], [-1.170160, 2.247025, 4.075498], [-3.974400, 2.825986, -2.466135], [2.715928, -1.715947, 3.475898], [-2.814267, -2.277872, -3.000437], [0.105174, -0.487840, -1.788673]],
  "atomic_forces_ev_per_a": [[0.436, -0.227, -0.376], [0.007, -0.042, 0.006], [0.088, -0.019, -0.035], [-0.392, 0.158, 0.200], [-0.058, 0.020, 0.019], [0.083, 0.211, 0.077], [0.019, -0.033, 0.029], [-0.384, 0.200, 0.492], [0.013, 0.001, -0.017], [0.048, 0.019, 0.044], [0.024, 0.055, -0.022], [-0.024, 0.030, -0.022], [-0.026, -0.008, -0.088], [0.133, -0.026, -0.055], [-0.094, 0.073, 0.023], [-0.006, 0.009, -0.043], [0.025, -0.013, -0.021], [0.004, -0.005, -0.005], [-0.010, 0.057, 0.000], [-0.061, 0.038, 0.033], [0.022, -0.014, -0.018], [-0.014, -0.111, -0.065], [-0.040, -0.038, -0.010], [0.031, -0.028, -0.007], [0.060, -0.007, 0.011], [-0.197, -0.023, 0.108], [0.022, -0.041, -0.072], [-0.078, 0.015, 0.020], [0.033, 0.024, -0.037], [-0.002, 0.010, 0.010], [0.104, -0.200, 0.011], [-0.018, 0.011, -0.016], [-0.029, 0.016, 0.004], [-0.036, -0.113, -0.219], [-0.040, -0.026, -0.016], [-0.004, 0.046, 0.027], [0.019, 0.004, -0.013], [0.001, 0.028, 0.059], [0.049, -0.002, -0.001], [0.015, 0.006, 0.014], [-0.001, -0.006, -0.036], [-0.003, 0.011, 0.009], [-0.003, 0.001, -0.004], [0.005, -0.001, 0.003], [0.011, -0.011, 0.023], [0.014, -0.001, -0.002], [-0.006, -0.013, 0.004], [-0.040, 0.031, 0.003], [0.007, -0.009, 0.004], [-0.001, 0.001, -0.002], [-0.013, 0.012, 0.041], [0.000, -0.004, 0.002], [0.000, -0.017, -0.006], [-0.004, -0.011, -0.003], [-0.004, -0.005, 0.001], [0.001, 0.015, 0.006], [-0.017, -0.052, 0.046], [0.391, 0.009, -0.109], [-0.006, 0.000, 0.004], [-0.044, -0.008, -0.011], [0.016, -0.003, 0.034], [0.043, -0.009, 0.008], [0.016, -0.005, -0.028], [-0.031, -0.001, 0.019], [0.050, -0.030, -0.009], [0.075, 0.061, -0.038], [0.015, 0.012, -0.045], [0.016, 0.007, -0.028], [-0.001, 0.013, -0.006], [-0.060, 0.005, -0.010], [0.065, 0.023, -0.001], [-0.069, -0.017, 0.011], [-0.005, 0.000, 0.000], [0.006, 0.023, -0.026], [-0.035, 0.005, 0.019], [0.005, 0.004, -0.001], [0.006, 0.004, -0.004], [-0.188, 0.003, 0.087], [0.068, -0.089, 0.018]]
}